Formula: C33H68N8O9
Source: the Open Molecules 2025 dataset
Level of theory: wB97M-V/def2-TZVPD

- Gap between HOMO and LUMO: 0.3359 hartree
- Structure (SMILES): C#CCN(CCCCCC)C(=O)OC=C.CN(C)C=O.CN(C)C=O.CN(C)C=O.CN(C)C=O.CN(C)C=O.CN(C)C=O.CN(C)C=O
- Calculated total energy: -2413.1730 Eh
- E_LUMO: 0.29 eV
- Strongest force on any atom: 3.76 eV/Å

Geometry as XYZ:
```
118
Properties=species:S:1:pos:R:3:forces:R:3
C 0.00848 -0.98234 -0.18468 -1.0 0.7 0.6
C 0.03605 0.05232 0.47543 -0.2 0.6 -1.0
C 0.00575 1.55198 0.99095 0.6 -2.6 0.7
N -0.39143 2.47660 -0.09522 1.9 0.3 1.5
C -1.08610 3.68011 0.47862 -0.1 2.1 -0.6
C -2.39925 4.10962 -0.29951 -1.0 -0.6 -0.4
C -3.03401 2.94196 -1.19880 1.2 0.1 0.2
C -3.50000 1.70412 -0.31752 -0.9 0.5 0.7
C -4.96891 1.16353 -0.62998 0.3 -1.2 -0.1
C -5.40318 1.23484 -2.16180 -1.1 -0.1 0.5
C 0.74446 2.89194 -0.92173 -0.9 0.6 -3.6
O 0.54989 3.22681 -2.09236 0.2 -0.6 3.2
O 2.07577 2.98543 -0.45708 -0.1 -1.1 0.9
C 2.78568 1.76284 -0.63506 0.8 -1.8 -1.9
C 3.34878 1.35501 -1.84589 -0.9 0.9 1.7
H -0.30929 -1.89839 -0.74852 1.0 1.4 1.0
H 1.03607 1.74770 1.42637 -1.1 0.0 -0.6
H -0.70815 1.57357 1.87823 0.7 0.2 -1.5
H -1.34515 3.60006 1.57466 0.6 -0.5 -1.2
H -0.34572 4.55009 0.40412 -1.0 -0.9 0.3
H -2.24257 5.01494 -0.96979 0.0 -1.1 0.9
H -3.20803 4.38051 0.46171 1.2 -0.1 -0.9
H -2.21322 2.57913 -1.90267 -1.2 0.6 0.7
H -3.85587 3.42974 -1.80297 0.8 -0.8 0.7
H -3.51833 2.07146 0.76781 0.1 -0.6 -1.2
H -2.80346 0.81695 -0.33554 -0.4 1.2 -0.3
H -5.75011 1.61911 0.06641 1.0 -0.3 -1.1
H -4.95994 0.05273 -0.35563 0.0 1.4 -0.2
H -6.20060 2.04932 -2.23792 1.3 -0.9 -0.4
H -4.55239 1.41205 -2.88495 -0.9 0.0 0.9
H -5.93843 0.28375 -2.49850 0.9 1.4 0.7
H 2.90993 1.05051 0.24078 -1.2 1.0 -1.0
H 3.24161 0.24810 -2.06432 1.3 1.3 0.6
H 3.83738 2.07084 -2.56738 -1.6 -0.8 0.4
C 2.73164 0.60202 5.52297 0.4 0.1 0.0
N 3.34563 0.61170 4.20780 -0.5 -0.4 -0.5
C 4.55620 1.38475 4.00429 0.0 -0.1 -0.3
C 2.82259 -0.07862 3.16584 0.1 0.2 0.3
O 3.28627 -0.11397 2.03717 0.0 0.2 0.3
H 2.46393 1.62515 5.79794 -0.1 -0.1 0.1
H 3.44563 0.20446 6.24660 -0.2 0.0 0.1
H 1.83428 -0.01645 5.53040 0.1 0.0 -0.1
H 4.37914 2.13200 3.22659 0.2 0.0 0.0
H 5.35589 0.71966 3.67321 0.1 0.2 0.0
H 4.85171 1.88083 4.92822 -0.1 -0.1 0.0
H 1.90503 -0.62939 3.42999 0.0 0.0 0.0
C -7.38601 -3.58679 -5.56557 -0.3 0.1 0.1
N -7.76922 -2.36378 -4.89023 0.5 0.2 0.0
C -9.14562 -2.19737 -4.46398 0.1 0.3 0.1
C -6.88018 -1.36756 -4.64321 -0.2 -0.2 0.0
O -7.13904 -0.31986 -4.08168 -0.4 -0.4 -0.3
H -7.97788 -3.69157 -6.47839 0.1 -0.2 0.0
H -7.58081 -4.43562 -4.90553 0.1 -0.1 -0.2
H -6.32749 -3.57261 -5.82597 -0.1 0.1 0.1
H -9.56624 -1.31162 -4.94533 -0.1 -0.1 0.1
H -9.17141 -2.05157 -3.38187 -0.2 0.0 -0.1
H -9.73605 -3.07393 -4.72973 0.1 0.0 0.0
H -5.86416 -1.59414 -5.00656 0.0 -0.1 0.0
C -1.07148 -4.89514 -0.39152 -0.2 0.0 -0.5
N -2.43280 -4.88873 -0.90070 -0.3 0.3 0.6
C -2.71264 -5.54601 -2.16144 -0.3 0.1 0.1
C -3.45108 -4.28761 -0.23503 0.2 -0.2 -0.2
O -4.60927 -4.24875 -0.60990 0.1 -0.1 -0.1
H -0.41336 -4.40563 -1.11714 -0.3 -0.4 0.5
H -0.75048 -5.93122 -0.24895 0.1 0.1 0.1
H -1.00909 -4.36669 0.56070 -0.1 0.0 -0.1
H -3.12421 -4.81696 -2.86350 0.0 -0.2 -0.1
H -3.45428 -6.33210 -2.00044 0.0 0.0 -0.2
H -1.80258 -5.97991 -2.57545 0.0 0.1 0.1
H -3.13232 -3.81833 0.71040 0.1 0.0 0.0
C 4.44024 -4.66501 -2.89407 -0.2 -0.1 -0.1
N 3.00332 -4.54554 -2.73917 -0.1 0.3 0.5
C 2.13584 -5.15357 -3.73057 -0.2 0.1 0.2
C 2.44554 -3.88362 -1.69735 0.3 -0.1 -0.2
O 1.24698 -3.74788 -1.51057 0.7 0.1 -0.5
H 4.73587 -4.21148 -3.84299 0.2 -0.1 0.1
H 4.71250 -5.72309 -2.89538 0.2 0.1 0.0
H 4.96315 -4.16272 -2.07998 -0.1 0.0 0.0
H 1.51086 -4.38065 -4.18365 0.0 -0.1 -0.1
H 1.48749 -5.88402 -3.24116 0.0 0.0 -0.2
H 2.72558 -5.64673 -4.50263 0.0 0.1 0.1
H 3.18993 -3.46072 -1.00426 0.0 0.0 0.0
C 7.48959 1.79637 0.11431 -0.2 -0.2 0.1
N 7.17494 0.41414 0.41195 0.6 -0.3 -0.1
C 5.82664 0.07502 0.83295 0.3 -0.2 0.0
C 8.10022 -0.57346 0.30961 -0.2 0.2 0.0
O 7.89945 -1.75104 0.54433 -0.1 0.1 0.0
H 7.31128 2.40347 1.00556 0.0 0.2 -0.1
H 6.84481 2.14279 -0.69724 0.1 0.2 0.0
H 8.53210 1.90260 -0.18740 -0.1 -0.1 0.0
H 5.86366 -0.38498 1.82085 -0.1 0.0 -0.1
H 5.40263 -0.64383 0.12890 -0.2 0.0 0.2
H 5.20225 0.96491 0.86687 0.2 -0.1 0.0
H 9.08854 -0.20850 -0.01686 0.0 0.1 0.0
C 0.12312 7.40297 -1.86718 -0.2 0.1 -0.3
N -0.90137 8.42022 -1.99651 0.0 0.1 0.6
C -1.42741 8.72453 -3.31347 -0.2 0.2 0.2
C -1.38472 9.09791 -0.92303 0.0 -0.1 -0.2
O -2.24131 9.95992 -0.96531 0.1 -0.1 -0.2
H 0.99196 7.70083 -2.45919 0.1 -0.2 0.1
H -0.26725 6.45294 -2.24092 0.2 -0.1 0.0
H 0.42644 7.27647 -0.82742 -0.1 0.1 0.0
H -1.25003 9.77906 -3.53638 -0.1 -0.1 -0.1
H -2.50443 8.54299 -3.32096 0.0 0.1 -0.1
H -0.94608 8.10429 -4.06921 0.0 0.0 0.1
H -0.91870 8.79060 0.02812 0.1 -0.1 0.0
C 1.57114 -4.46148 7.67341 -0.2 0.2 0.0
N 1.69224 -3.03072 7.87213 0.6 0.0 0.1
C 0.50504 -2.20365 7.76711 0.2 0.2 0.1
C 2.88234 -2.44035 8.15370 -0.2 -0.1 0.0
O 3.05013 -1.24770 8.33102 -0.2 -0.1 -0.1
H 1.18361 -4.65129 6.66957 0.0 -0.2 0.1
H 0.87829 -4.86775 8.41422 0.0 -0.2 -0.1
H 2.53813 -4.95296 7.78164 0.0 0.1 0.0
H 0.65114 -1.46353 6.97748 -0.2 0.0 0.1
H 0.34795 -1.67879 8.71195 -0.1 0.1 -0.1
H -0.36722 -2.81533 7.53848 0.1 0.0 0.0
H 3.71772 -3.15714 8.21144 0.0 -0.1 0.0
```
Positions in Å, forces in eV/Å.

***

Formula: C4H7NS
Source: the Open Molecules 2025 dataset
Level of theory: wB97M-V/def2-TZVPD

- ΔE to the lowest compared entry with this formula, charge and spin: 121.82 kcal per mole
- Gap between HOMO and LUMO: 0.2893 hartree
- Structure (SMILES): S=C[C@H]1CCN1
- Calculated total energy: -609.3644 Eh
- E_LUMO: -0.57 eV
- Strongest force on any atom: 6.77 eV/Å

Geometry as XYZ:
```
13
Properties=species:S:1:pos:R:3:forces:R:3
S -1.37394 -0.56108 -1.95608 2.3 0.6 3.1
C -0.16905 -0.33029 -0.72642 -1.7 -1.5 -6.4
C -0.00924 0.65780 0.33041 1.2 -4.1 2.0
C -0.10100 -0.11188 1.78502 -0.4 -1.0 0.9
C 1.43155 0.36347 1.85471 -2.3 2.4 4.3
N 1.45064 0.43789 0.42644 1.9 1.3 1.6
H 0.93889 -0.78030 -0.95027 -3.4 0.3 0.6
H -0.43836 1.58724 0.43677 -0.8 2.2 -0.7
H -0.23945 -1.18458 1.38330 0.6 1.2 1.5
H -0.88364 0.02775 2.75817 2.1 0.1 -3.2
H 1.45832 1.49399 2.29175 -0.7 -1.9 -0.8
H 2.14532 0.02008 2.63905 0.0 -1.2 -1.6
H 1.93406 1.27337 0.29107 1.2 1.6 -1.4
```
Positions in Å, forces in eV/Å.

***

Formula: C3H6FNO
Source: the Open Molecules 2025 dataset
Level of theory: wB97M-V/def2-TZVPD

- ΔE to the lowest compared entry with this formula, charge and spin: 43.96 kcal per mole
- Gap between HOMO and LUMO: 0.4217 hartree
- Structure (SMILES): C[C@@H](F)N=C=O.[H][H]
- Calculated total energy: -347.7180 Eh
- E_LUMO: 0.73 eV
- Strongest force on any atom: 2.81 eV/Å

Geometry as XYZ:
```
12
Properties=species:S:1:pos:R:3:forces:R:3
C -0.58794 -2.13127 0.17159 -1.5 2.1 -1.0
C 0.01774 -0.73231 0.20509 -1.0 1.0 -0.7
F -1.00750 0.16691 0.49768 -0.1 0.2 1.2
N 1.03666 -0.70998 1.20948 0.0 1.1 -0.1
C 2.17089 -1.05047 1.40509 -2.6 -0.1 -1.0
O 3.18686 -1.51453 1.65462 2.3 -0.3 0.7
H -0.58915 -2.50616 1.17261 -0.4 -0.3 0.5
H -1.63949 -2.07269 -0.32506 2.1 -0.5 0.8
H 0.17768 -2.58978 -0.37759 0.5 -1.8 -1.1
H 0.28701 -0.23943 -0.77332 0.7 -1.4 0.7
H 0.78757 -2.68274 3.82059 0.0 -0.1 0.4
H 0.74546 -2.53011 3.10726 0.0 0.1 -0.3
```
Positions in Å, forces in eV/Å.

***

Formula: C21H28F5O2Pm
Source: the Open Molecules 2025 dataset
Level of theory: wB97M-V/def2-TZVPD

- ΔE to the lowest compared entry with this formula, charge and spin: 0.00 kcal per mole
- Gap between HOMO and LUMO (alpha / beta): 0.2985 / 0.2983 hartree
- Spin multiplicity: 5
- Calculated total energy: -2075.0863 Eh
- E_LUMO (alpha / beta): 0.23 / 0.23 eV
- Strongest force on any atom: 2.88 eV/Å

Geometry as XYZ:
```
57
Properties=species:S:1:pos:R:3:forces:R:3
O 0.05197 -0.33234 -3.23571 0.3 0.5 -2.6
C 0.23976 0.93356 -4.00879 0.1 0.0 0.6
C 0.20194 0.20661 -5.35856 -0.1 -0.3 0.7
H 1.22441 1.36755 -3.74005 -0.6 -0.1 -0.2
H -0.57296 1.66013 -3.83140 0.4 -0.4 0.1
C 0.17350 -1.07348 -4.48607 -0.1 0.0 -1.0
H 1.13003 0.30612 -5.93999 -0.6 0.1 -0.1
H -0.71921 0.32732 -5.93548 0.3 0.3 0.0
C 1.49871 -1.77550 -4.65524 0.0 -0.3 0.5
H 2.31921 -1.07153 -4.50852 0.0 -0.1 0.1
H 1.56706 -2.17547 -5.66838 0.0 0.0 0.0
H 1.59651 -2.59509 -3.94534 0.1 -0.1 0.1
C -1.02999 -1.97452 -4.65427 0.2 -0.1 0.1
H -1.95183 -1.41771 -4.44732 0.2 -0.2 -0.1
H -0.93732 -2.80790 -3.94922 -0.2 0.0 -0.1
H -1.06909 -2.37457 -5.67217 0.0 0.0 0.1
Pm -0.16794 -0.44808 2.15729 0.6 1.7 0.0
C -2.15174 -1.02584 3.83857 -0.4 0.1 -0.4
C -1.99012 0.37981 3.89281 -0.5 0.1 0.1
C -2.38585 0.92469 2.63845 -0.4 -0.2 -0.1
H -1.67666 0.94217 4.77796 -0.1 -0.2 -0.6
C -2.76330 -0.16409 1.78689 -0.2 0.2 0.8
C -2.61961 -1.37335 2.53286 -0.1 0.6 0.2
H -2.86729 -2.37122 2.17886 0.1 0.2 0.1
H -1.98317 -1.71475 4.66677 0.0 0.2 -0.4
H -2.45376 1.99366 2.39820 0.2 -0.6 0.1
H -3.14241 -0.07726 0.77157 0.1 -0.1 0.2
C 0.82663 -2.10030 3.92546 0.4 -0.4 -0.6
C 0.12073 -2.92892 2.99682 0.7 0.0 0.0
C 0.79457 -2.87103 1.74175 0.2 -0.3 0.4
H -0.75836 -3.53268 3.21082 0.2 0.3 -0.1
C 1.93043 -2.02318 1.89285 0.1 -0.2 0.5
C 1.94983 -1.54175 3.23873 0.1 -0.8 -0.1
H 2.72544 -0.92329 3.68634 -0.4 -0.2 -0.2
H 0.59260 -1.96031 4.98230 0.0 0.0 -0.5
H 0.54362 -3.46883 0.85778 0.0 0.4 0.4
H 2.68993 -1.83010 1.13346 -0.3 0.1 0.3
O 0.94899 1.17502 -0.19866 -1.3 0.9 1.3
C -0.21313 0.58560 -0.79726 0.4 -0.5 -1.8
C -1.28929 1.63484 -1.07737 -0.2 -0.2 1.0
H -0.63624 -0.36456 -0.35345 0.5 0.7 0.3
H 0.23058 0.27097 -1.73428 -0.8 -0.4 0.7
C -0.49851 2.94361 -1.07394 0.1 0.3 -0.2
H -2.02705 1.61632 -0.25505 0.2 0.3 -0.3
H -1.85939 1.46804 -1.99610 0.3 -0.2 0.1
C 0.68757 2.62316 -0.14534 -0.1 -0.1 1.1
H -1.15885 3.72523 -0.63948 0.8 -0.2 -0.4
H -0.15917 3.23364 -2.09804 -0.3 -0.2 0.8
H 0.39053 2.85716 0.89802 0.3 0.0 -0.5
H 1.63899 3.11660 -0.36782 -0.3 0.0 -0.1
F 0.22685 2.85798 3.19898 0.4 0.3 0.1
C 0.93964 1.71203 3.53084 -1.1 -2.3 -1.4
F 0.69565 1.50740 4.87818 0.5 0.5 0.2
C 2.42589 1.94295 3.29154 -0.2 0.3 0.8
F 2.77621 3.23613 3.47632 0.4 -0.4 -0.2
F 3.13578 1.18175 4.17057 0.0 0.6 -0.7
F 2.80865 1.58756 2.02234 -0.3 0.4 1.1
```
Positions in Å, forces in eV/Å.

***

Formula: C3H3N3O2
Source: the Open Molecules 2025 dataset
Level of theory: wB97M-V/def2-TZVPD

- ΔE to the lowest compared entry with this formula, charge and spin: 173.92 kcal per mole
- Gap between HOMO and LUMO: 0.2583 hartree
- Calculated total energy: -430.6438 Eh
- E_LUMO: -1.44 eV
- Strongest force on any atom: 6.77 eV/Å

Geometry as XYZ:
```
11
Properties=species:S:1:pos:R:3:forces:R:3
C -0.11178 0.88752 0.92784 -3.9 -3.1 -0.4
C -0.34600 0.26134 -0.35634 0.6 1.3 3.1
C 0.85824 -0.25153 -0.91705 1.7 -0.9 1.0
H 1.24519 1.40745 2.56265 -0.7 -0.1 -5.8
H -0.92806 0.69195 1.87933 2.2 1.0 -3.0
H -2.17602 -0.84643 -0.51678 0.4 0.8 0.1
N -1.34820 -0.43482 -0.96076 -1.3 -2.7 -0.7
N -0.73918 -1.63309 -1.62069 1.8 1.6 0.6
N 0.52897 -1.57251 -1.62256 -2.5 2.0 0.6
O 1.08200 1.35766 1.16060 0.7 0.9 6.7
O 1.93483 0.13246 -0.53623 1.0 -0.9 -2.1
```
Positions in Å, forces in eV/Å.

***

Formula: C14H15F2NO
Source: the Open Molecules 2025 dataset
Level of theory: wB97M-V/def2-TZVPD

- ΔE to the lowest compared entry with this formula, charge and spin: 0.00 kcal per mole
- Gap between HOMO and LUMO: 0.3419 hartree
- Structure (SMILES): CCCC1=C(c2ccc(F)c(F)c2)/C(=N\O)CC1
- Calculated total energy: -872.1225 Eh
- E_LUMO: 0.69 eV
- Strongest force on any atom: 2.30 eV/Å

Geometry as XYZ:
```
33
Properties=species:S:1:pos:R:3:forces:R:3
C -3.07787 -2.62513 -2.23540 -1.2 -0.8 -0.2
C -1.90268 -2.64270 -1.26576 -0.8 -0.3 0.1
C -1.85539 -1.35647 -0.43630 1.6 -0.5 0.0
C -0.99033 -1.53202 0.78673 1.1 1.2 -0.8
C 0.17757 -0.84685 1.01004 -1.3 -1.2 -0.2
C 0.73078 0.12790 0.07596 0.9 1.2 -0.7
C 1.09420 -0.23089 -1.23230 0.2 0.0 0.5
C 1.67241 0.68292 -2.10976 -0.1 0.0 -0.3
C 1.84912 2.01893 -1.73523 -0.7 -0.3 0.1
F 2.19562 2.95985 -2.63768 0.2 -0.4 0.4
C 1.50363 2.38918 -0.44307 -0.7 0.1 0.9
F 1.58630 3.69743 -0.03714 0.1 -1.1 -0.5
C 0.95152 1.45397 0.45675 0.5 0.3 -0.5
C 0.76876 -1.34539 2.26100 2.2 0.7 0.0
N 1.93972 -1.28589 2.81520 -0.7 0.1 0.6
O 2.95375 -0.59033 2.13843 0.0 0.8 -0.9
C -0.27561 -2.14097 2.94679 -1.0 -0.4 0.1
C -1.29626 -2.53033 1.85674 -0.3 0.3 0.3
H -3.01920 -1.90706 -3.04418 0.3 0.5 0.1
H -4.06785 -2.47234 -1.72425 1.0 0.0 -0.3
H -3.19149 -3.57803 -2.77466 0.2 0.0 0.3
H -2.04089 -3.50828 -0.59072 0.1 0.3 -0.3
H -0.97040 -2.82025 -1.81611 -0.1 0.2 0.2
H -2.80912 -1.04291 -0.11983 -1.6 0.0 0.5
H -1.52253 -0.53687 -1.06230 0.4 0.2 -0.1
H 0.95244 -1.27838 -1.48991 0.1 0.3 -0.3
H 1.94956 0.35779 -3.11806 -0.1 0.3 0.4
H 0.72708 1.77533 1.46705 0.0 0.1 -0.1
H 3.56471 -0.10322 2.74848 -1.3 -1.2 -0.1
H 0.11255 -3.03363 3.36453 0.6 -0.6 0.8
H -0.72718 -1.52186 3.73349 0.0 -0.2 -0.2
H -2.33814 -2.46223 2.21507 0.3 0.0 -0.2
H -1.17134 -3.56743 1.49033 0.1 0.4 0.2
```
Positions in Å, forces in eV/Å.